No. 1
Computed, not measured: a cluster of 2 separate species, C24H47ClFIN5O7P2S2 in total at a distorted geometry, with ωB97M-V with the def2-TZVPD basis set.

Calculated values
**Lowest unoccupied orbital energy**: -3.437 eV
**Gap between HOMO and LUMO**: 7.451 eV
**HOMO energy**: -10.888 eV

ORCA input file:
```
! RIJCOSX wB97M-V def2-TZVPD def2/J DEFGRID3
* xyz 1 1
C 0.63881 2.86807 4.75216
C 1.03827 3.25659 3.35628
N 1.99040 4.07885 3.20814
C 0.22524 2.66983 2.21119
C 0.91595 1.49205 1.49846
I 2.31832 2.43262 0.05453
O 1.58010 0.77234 2.45762
C 2.15262 -0.50962 2.09662
C 3.64876 -0.25688 1.84607
P 2.02162 -1.66785 3.62773
O 3.57949 -1.86852 4.04480
Cl 1.51106 -0.39706 5.11784
C 1.56278 -1.11870 0.81694
P 1.82035 -2.97801 0.37030
N 1.02492 -3.99282 1.46531
O 3.39296 -3.17772 0.75593
N 0.14493 -0.74799 0.49058
C -0.94382 -1.64544 0.96894
C -1.10152 -1.70250 2.46662
O -1.05572 -0.75528 3.22942
F -1.42329 -2.93685 2.87537
C -0.19773 0.70959 0.77352
C -0.64157 1.33942 -0.54552
C -2.03294 0.87991 -1.00496
C -3.17972 1.35229 -0.11038
S -4.64832 0.28115 -0.34057
C -4.49693 -1.03616 0.87887
S -4.13746 -2.51184 0.30579
N -4.79375 -0.90184 2.25305
C -4.27430 0.29729 2.90174
C -5.16018 1.55716 2.77129
O -6.38240 1.33147 2.13168
C -7.04062 0.20030 2.65215
C -6.22121 -1.10208 2.54586
H 0.10592 3.69164 5.21388
H -0.01490 2.00479 4.71621
H 1.53195 2.64900 5.31639
H 2.14515 4.29416 2.22468
H -0.05442 3.44105 1.50543
H -0.69743 2.30029 2.65570
H 3.96071 0.46750 2.58749
H 4.25020 -1.14452 1.97292
H 3.83686 0.13147 0.85352
H 3.98366 -2.59281 3.56530
H 2.14334 -0.66759 0.01717
H 0.29101 -4.51946 1.01952
H 1.58836 -4.57781 2.06323
H 3.49282 -3.99969 1.24215
H 0.10167 -0.80738 -0.52856
H -1.87484 -1.23889 0.58835
H -0.88695 -2.63593 0.54604
H -1.06597 0.74597 1.41255
H 0.06697 1.11488 -1.33634
H -0.69322 2.40720 -0.37727
H -2.05371 -0.19914 -1.14925
H -2.19846 1.29320 -1.99278
H -3.50975 2.32550 -0.44770
H -2.92872 1.39619 0.93895
H -3.25130 0.45984 2.58454
H -4.20136 0.06264 3.95972
H -4.61644 2.34567 2.26326
H -5.37279 1.93498 3.77415
H -7.95063 0.09130 2.08227
H -7.27798 0.39326 3.69971
H -6.62405 -1.69786 1.73611
H -6.35893 -1.70006 3.44035
C 3.84138 0.66470 -7.37237
O 3.04098 1.38670 -6.45276
C 1.65596 1.08281 -6.50257
C 1.21690 0.30740 -5.27772
N 1.75802 -1.04520 -5.27114
C 1.61070 -1.75890 -4.01056
C 2.25613 -1.17289 -2.75846
O 3.66106 -1.20505 -2.72033
C 4.32328 -0.15787 -3.41739
H 4.82073 1.13828 -7.39245
H 3.97120 -0.38180 -7.07510
H 3.41811 0.70034 -8.37894
H 1.39868 0.54845 -7.42082
H 1.12178 2.03684 -6.51061
H 0.12313 0.25138 -5.26748
H 1.53463 0.88913 -4.39979
H 2.73952 -1.01170 -5.51054
H 2.02986 -2.75730 -4.15337
H 0.53834 -1.89269 -3.81717
H 1.94288 -1.80089 -1.91341
H 1.89531 -0.15022 -2.54353
H 3.76484 0.78007 -3.36770
H 4.50137 -0.42573 -4.46050
H 5.29333 -0.01236 -2.94459
*
```

Mulliken atomic charge list, values in e, 6 entries: -1.240 0.446 -0.708 -0.572 -0.589 0.112

No. 2
Computed, not measured: a cluster of 5 separate species, C24H47F5NO13P in total at a distorted geometry, with ωB97M-V with the def2-TZVPD basis set.

Calculated values
**Lowest unoccupied orbital energy**: 0.346 eV
**Gap between HOMO and LUMO**: 8.643 eV
**SMILES**: NC[C@@H](O)CO[P@@](=O)(O)OCCCC(F)(F)C(F)(F)F.CCOC(C)=O.CCOC(C)=O.CCOC(C)=O.CCOC(C)=O
**HOMO energy**: -8.297 eV

ORCA input file:
```
! RIJCOSX wB97M-V def2-TZVPD def2/J DEFGRID3
* xyz 0 1
N 3.23241 0.60009 1.54907
C 1.98416 1.15289 2.20910
C 1.21177 2.31922 1.35409
O 2.09625 3.22515 0.59918
C 0.06063 1.59684 0.38019
O -0.98497 2.58336 -0.02696
P -2.21638 1.82946 -1.00214
O -3.16243 3.02667 -1.52359
O -1.44485 1.18592 -2.44563
O -3.12245 0.63043 -0.09903
C -4.53377 1.04612 0.00689
C -5.47303 0.07197 0.93252
C -7.05932 0.47615 0.65817
C -7.54409 1.84966 1.38888
F -7.77706 2.88450 0.31460
F -6.50214 2.45521 2.29549
C -8.92181 1.76963 2.25637
F -9.91379 2.75668 1.68736
F -8.70830 2.21502 3.67300
F -9.61060 0.46330 2.26896
H 3.84152 0.29237 2.35876
H 2.95231 -0.30779 1.08866
H 2.30948 1.64793 3.24128
H 1.24505 0.24637 2.36359
H 0.60062 2.99506 2.12294
H 2.02126 4.12104 1.06007
H 0.56909 1.15875 -0.59110
H -0.46308 0.74930 1.01621
H -1.16241 0.23318 -2.31426
H -4.59457 2.12555 0.47135
H -4.98417 1.00696 -1.08983
H -5.18422 0.03196 2.06685
H -5.35278 -1.03261 0.49612
H -7.15280 0.65801 -0.51449
H -7.68352 -0.48300 0.89043
O 2.02896 -1.68838 0.40298
C 1.49852 -2.21338 -0.57522
O 0.18477 -2.52744 -0.55170
C -0.56905 -2.97100 -1.69476
C -0.42148 -4.46650 -1.89143
C 2.31775 -2.59488 -1.77235
H -0.30265 -2.39850 -2.58798
H -1.61837 -2.73950 -1.48142
H 0.61639 -4.74585 -2.09215
H -1.03946 -4.80863 -2.72653
H -0.72307 -5.00318 -0.98576
H 2.80003 -3.55854 -1.58487
H 3.08556 -1.83016 -1.92448
H 1.74910 -2.64334 -2.69890
O 2.03039 -5.82969 -0.14210
C 1.50342 -6.67607 0.57890
O 0.73852 -6.29841 1.62648
C -0.06523 -7.19463 2.41536
C 0.76130 -7.83915 3.51009
C 1.77355 -8.13550 0.36238
H -0.57396 -7.92744 1.78231
H -0.85107 -6.58338 2.87254
H 1.57025 -8.44856 3.09811
H 0.13549 -8.47622 4.14162
H 1.23088 -7.07324 4.13628
H 2.72225 -8.39939 0.83852
H 1.84647 -8.31819 -0.71409
H 0.98472 -8.78938 0.72900
O 2.91830 -2.60655 -4.50979
C 3.65625 -1.69653 -4.88552
O 3.67028 -0.51547 -4.22974
C 4.61826 0.54049 -4.47022
C 4.17022 1.41580 -5.62351
C 4.48327 -1.85050 -6.12734
H 5.62645 0.13980 -4.61004
H 4.64937 1.14189 -3.55505
H 4.10965 0.85110 -6.55784
H 4.86379 2.24922 -5.76741
H 3.16966 1.81787 -5.43255
H 3.86211 -1.63433 -7.00130
H 4.83653 -2.88475 -6.18209
H 5.37286 -1.22399 -6.14552
O 3.19230 5.69862 2.33491
C 2.45129 6.56683 2.79426
O 1.12230 6.34567 2.89432
C 0.19979 7.21272 3.57898
C -0.25957 8.33645 2.67168
C 2.99592 7.91414 3.16565
H 0.62472 7.57522 4.51951
H -0.66336 6.59422 3.84842
H 0.57495 8.97243 2.36408
H -1.00241 8.96070 3.17649
H -0.70220 7.93183 1.75539
H 3.07116 8.53132 2.26576
H 3.99327 7.77815 3.59490
H 2.40883 8.43485 3.91958
*
```

Mulliken atomic charge list, values in e, 6 entries: -0.691 -0.447 0.215 -0.521 -0.326 -0.250